DFT (ωB97M-V/def2-TZVPD) results for a cluster of 2 separate species, C5H13NO in total.

The geometry in XYZ format:
```
20
Properties=species:S:1:pos:R:3
C -1.06 3.22 1.11
C -1.64 2.01 0.17
C -0.42 1.24 -0.31
C 0.20 0.12 0.31
C 1.18 -0.85 -0.53
N -0.16 -0.23 1.62
H -0.38 3.77 0.40
H -1.88 3.78 1.77
H -0.42 2.91 2.03
H -2.27 2.25 -0.72
H -2.47 1.50 0.72
H 0.17 1.63 -1.14
H 2.28 -0.79 -0.31
H 0.98 -1.94 -0.32
H 1.07 -0.79 -1.64
H 0.64 -0.23 2.25
H -0.91 0.41 1.87
O 1.48 -5.73 -2.62
H 2.31 -5.97 -2.92
H 1.31 -6.29 -1.75
```

SMILES string = CC/C=C(/C)N.O
Energy relative to the best compared isomer or geometry (same formula, charge and spin) = 3.055 eV
Total charge = 0
Gap between HOMO and LUMO = 8.49 eV
Lowest unoccupied orbital energy = 0.903 eV
HOMO level = -0.2787 Ha

Charge distribution, natural (NBO) scheme, values in e:
1 C -0.63
2 C -0.47
3 C -0.31
4 C 0.21
5 C -0.67
6 N -0.84
7 H 0.22
8 H 0.21
9 H 0.21
10 H 0.23
11 H 0.21
12 H 0.21
13 H 0.21
14 H 0.23
15 H 0.23
16 H 0.38
17 H 0.38
18 O -0.94
19 H 0.46
20 H 0.47



DFT (ωB97M-V/def2-TZVPD) results for an isolated molecule of C5H13NO.

The geometry in XYZ format:
```
20
Properties=species:S:1:pos:R:3
C -1.34 0.90 1.68
C -0.80 1.01 0.21
N -1.78 1.64 -0.68
C -0.50 -0.38 -0.32
C 0.79 -1.14 -0.01
C 1.93 -1.14 -1.07
O 3.14 -1.00 -0.34
H -2.33 0.48 1.57
H -0.59 0.28 2.19
H -1.32 1.75 2.37
H 0.09 1.64 0.28
H -2.09 2.55 -0.34
H -2.57 1.02 -0.75
H -0.65 -0.32 -1.39
H -1.32 -1.05 -0.02
H 1.28 -0.67 0.84
H 0.59 -2.18 0.25
H 1.74 -0.41 -1.87
H 1.91 -2.10 -1.62
H 3.83 -0.88 -0.98
```

SMILES string = C[C@H](N)CCCO
Energy relative to the best compared isomer or geometry (same formula, charge and spin) = 1.393 eV
Total charge = 0
Gap between HOMO and LUMO = 10.16 eV
Lowest unoccupied orbital energy = 1.040 eV
HOMO level = -0.3353 Ha

Charge distribution, natural (NBO) scheme, values in e:
1 C -0.63
2 C -0.04
3 N -0.84
4 C -0.42
5 C -0.42
6 C -0.06
7 O -0.72
8 H 0.20
9 H 0.20
10 H 0.21
11 H 0.19
12 H 0.36
13 H 0.35
14 H 0.22
15 H 0.20
16 H 0.22
17 H 0.21
18 H 0.16
19 H 0.15
20 H 0.47



DFT (ωB97M-V/def2-TZVPD) results for a cluster of 2 separate species, C5H13NO in total.

The geometry in XYZ format:
```
20
Properties=species:S:1:pos:R:3
C 0.13 -1.04 0.91
C -0.36 0.19 1.12
N -0.65 0.69 2.42
C -0.80 1.14 0.14
C 0.49 1.92 -0.35
C 1.72 1.03 -0.59
H 0.23 -1.49 -0.07
H 0.38 -1.59 1.76
H -1.11 1.52 2.56
H -0.13 0.27 3.16
H -1.63 1.88 0.46
H -1.31 0.56 -0.69
H 0.50 2.82 0.36
H 0.18 2.17 -1.46
H 1.90 0.11 0.12
H 2.72 1.67 -0.39
H 1.68 0.55 -1.76
O -1.24 -3.80 -2.71
H -1.23 -4.70 -3.21
H -1.46 -3.91 -1.79
```

SMILES string = C=C(N)CCC.O
Energy relative to the best compared isomer or geometry (same formula, charge and spin) = 3.110 eV
Total charge = 0
Gap between HOMO and LUMO = 8.73 eV
Lowest unoccupied orbital energy = 0.855 eV
HOMO level = -0.2892 Ha

Charge distribution, natural (NBO) scheme, values in e:
1 C -0.55
2 C 0.21
3 N -0.83
4 C -0.45
5 C -0.42
6 C -0.65
7 H 0.21
8 H 0.19
9 H 0.38
10 H 0.38
11 H 0.21
12 H 0.22
13 H 0.22
14 H 0.22
15 H 0.24
16 H 0.22
17 H 0.21
18 O -0.95
19 H 0.48
20 H 0.48



DFT (ωB97M-V/def2-TZVPD) results for a cluster of 2 separate species, C5H13NO in total.

The geometry in XYZ format:
```
20
Properties=species:S:1:pos:R:3
C 0.23 0.60 1.94
N 0.69 1.12 0.71
C -0.41 1.30 -0.32
C -0.10 0.47 -1.60
C 0.85 -0.65 -1.15
C 1.54 0.16 0.01
H -0.15 -0.41 1.85
H 0.99 0.76 2.71
H -0.50 1.38 2.22
H -1.35 1.11 -0.07
H -0.37 2.40 -0.37
H -0.99 0.04 -2.11
H 0.39 1.30 -2.10
H 1.46 -1.15 -1.96
H 0.23 -1.32 -0.55
H 2.50 0.76 -0.37
H 1.87 -0.70 0.65
O -2.06 -2.37 0.14
H -1.99 -1.98 1.04
H -3.06 -2.35 -0.31
```

SMILES string = CN1CCCC1.O
Energy relative to the best compared isomer or geometry (same formula, charge and spin) = 3.267 eV
Total charge = 0
Gap between HOMO and LUMO = 9.17 eV
Lowest unoccupied orbital energy = 0.592 eV
HOMO level = -0.3152 Ha

Charge distribution, natural (NBO) scheme, values in e:
1 C -0.41
2 N -0.44
3 C -0.24
4 C -0.43
5 C -0.43
6 C -0.23
7 H 0.16
8 H 0.20
9 H 0.20
10 H 0.18
11 H 0.20
12 H 0.21
13 H 0.21
14 H 0.23
15 H 0.21
16 H 0.19
17 H 0.19
18 O -0.98
19 H 0.48
20 H 0.49



DFT (ωB97M-V/def2-TZVPD) results for a cluster of 2 separate species, C5H13NO in total.

The geometry in XYZ format:
```
20
Properties=species:S:1:pos:R:3
C -0.43 -0.97 -1.57
C 0.85 -0.38 -1.01
C 2.10 -0.05 -1.81
C 0.70 0.02 0.30
C 1.23 1.30 0.90
N -0.40 -0.50 1.04
H -0.20 -0.92 -2.69
H -0.43 -2.07 -1.39
H -1.41 -0.51 -1.59
H 2.92 0.58 -1.38
H 2.55 -0.97 -2.09
H 1.59 0.41 -2.67
H 0.71 1.84 1.72
H 1.32 2.12 0.23
H 2.36 1.07 1.26
H -0.58 -1.47 1.07
H -0.89 -0.11 1.95
O -3.92 0.51 2.75
H -3.68 0.38 1.78
H -4.39 -0.29 3.19
```

SMILES string = CC(C)=C(C)N.O
Energy relative to the best compared isomer or geometry (same formula, charge and spin) = 3.123 eV
Total charge = 0
Gap between HOMO and LUMO = 7.90 eV
Lowest unoccupied orbital energy = 0.691 eV
HOMO level = -0.2649 Ha

Charge distribution, natural (NBO) scheme, values in e:
1 C -0.64
2 C -0.09
3 C -0.64
4 C 0.18
5 C -0.66
6 N -0.86
7 H 0.20
8 H 0.21
9 H 0.23
10 H 0.23
11 H 0.21
12 H 0.21
13 H 0.23
14 H 0.22
15 H 0.21
16 H 0.37
17 H 0.39
18 O -0.98
19 H 0.49
20 H 0.49



DFT (ωB97M-V/def2-TZVPD) results for a structure of composition C5H13NO.

The geometry in XYZ format:
```
20
Properties=species:S:1:pos:R:3
C -1.53 -0.33 -0.27
N -0.82 0.68 0.47
C -0.10 1.64 -0.46
C 1.71 0.81 -0.45
C 2.66 -0.28 0.17
O 2.05 -1.73 0.28
C -2.47 -1.08 0.72
H -0.84 -1.04 -0.76
H -2.19 0.22 -1.00
H -0.03 0.33 1.08
H -0.52 2.66 -0.23
H -0.40 1.21 -1.42
H 1.03 1.82 -0.16
H 1.82 0.92 -1.52
H 3.58 -0.36 -0.43
H 2.95 -0.06 1.21
H 1.31 -1.64 -0.37
H -3.09 -0.43 1.38
H -1.83 -1.64 1.55
H -3.30 -1.69 0.21
```

Energy relative to the best compared isomer or geometry (same formula, charge and spin) = 8.005 eV
Total charge = 0
Gap between HOMO and LUMO = 7.76 eV
Lowest unoccupied orbital energy = -0.021 eV
HOMO level = -0.2861 Ha

Charge distribution, natural (NBO) scheme, values in e:
1 C -0.23
2 N -0.63
3 C -0.28
4 C -0.54
5 C -0.11
6 O -0.77
7 C -0.63
8 H 0.17
9 H 0.19
10 H 0.37
11 H 0.26
12 H 0.24
13 H 0.25
14 H 0.19
15 H 0.23
16 H 0.19
17 H 0.46
18 H 0.22
19 H 0.21
20 H 0.22



DFT (ωB97M-V/def2-TZVPD) results for a cluster of 2 separate species, C5H13NO2 in total.

The geometry in XYZ format:
```
21
Properties=species:S:1:pos:R:3
C 1.74 -0.80 -0.61
C 0.22 -0.82 -0.76
C -0.23 -2.09 -1.50
O -0.17 0.35 -1.47
C -0.53 -0.85 0.63
O -0.22 -1.56 1.55
H 2.06 0.16 -0.21
H 2.22 -0.95 -1.57
H 2.04 -1.58 0.09
H -1.32 -2.13 -1.57
H 0.12 -2.97 -0.97
H 0.19 -2.09 -2.51
H -1.02 0.22 -1.92
H -1.52 -0.36 0.56
C -0.92 2.59 1.59
N 0.27 1.81 1.32
H -0.95 2.87 2.65
H -1.86 2.07 1.34
H -0.88 3.51 1.00
H 0.34 1.54 0.33
H 0.42 1.09 2.02
```

SMILES string = CC(C)(O)C=O.CN
Energy relative to the best compared isomer or geometry (same formula, charge and spin) = 1.706 eV
Total charge = 0
Gap between HOMO and LUMO = 9.57 eV
Lowest unoccupied orbital energy = 0.684 eV
HOMO level = -0.3266 Ha

Charge distribution, natural (NBO) scheme, values in e:
1 C -0.63
2 C 0.14
3 C -0.63
4 O -0.73
5 C 0.44
6 O -0.53
7 H 0.22
8 H 0.22
9 H 0.23
10 H 0.21
11 H 0.23
12 H 0.22
13 H 0.48
14 H 0.11
15 C -0.41
16 N -0.86
17 H 0.19
18 H 0.15
19 H 0.19
20 H 0.38
21 H 0.37



DFT (ωB97M-V/def2-TZVPD) results for a structure of composition C5H13NO2.

The geometry in XYZ format:
```
21
Properties=species:S:1:pos:R:3
O -1.52 1.89 0.40
C -2.05 1.11 -0.60
C -1.46 -0.30 -0.54
C 0.04 -0.12 -0.65
C 0.75 -1.43 -0.26
C 2.72 -0.21 0.07
N 2.11 -1.41 -0.33
H -3.15 1.02 -0.55
H -1.63 -0.67 0.46
H -1.87 -0.94 -1.31
H 0.30 0.66 0.07
H 0.36 0.25 -1.62
H 0.40 -1.64 0.78
H 0.42 -2.28 -0.87
H 3.73 -0.42 0.44
H 2.87 0.45 -0.80
H 2.12 0.37 0.77
H -0.73 0.63 2.89
H -1.85 1.57 -1.59
H -1.02 1.12 1.23
O -0.56 0.34 1.99
```

Energy relative to the best compared isomer or geometry (same formula, charge and spin) = 7.302 eV
Total charge = 0
Gap between HOMO and LUMO = 3.73 eV
Lowest unoccupied orbital energy = -4.018 eV
HOMO level = -0.2846 Ha

Charge distribution, natural (NBO) scheme, values in e:
1 O -0.79
2 C -0.04
3 C -0.45
4 C -0.41
5 C -0.35
6 C -0.53
7 N 0.08
8 H 0.16
9 H 0.25
10 H 0.20
11 H 0.28
12 H 0.21
13 H 0.39
14 H 0.24
15 H 0.25
16 H 0.30
17 H 0.27
18 H 0.46
19 H 0.14
20 H 0.48
21 O -1.13



DFT (ωB97M-V/def2-TZVPD) results for a cluster of 3 separate species, C5H13NO2 in total.

The geometry in XYZ format:
```
21
Properties=species:S:1:pos:R:3
C 0.00 1.54 -2.50
C 0.03 0.20 -2.41
C -0.98 -0.37 -1.40
C -0.32 -0.31 -0.05
C -0.80 0.03 1.25
N 0.21 0.22 2.14
H 0.65 2.17 -2.99
H -0.58 2.04 -1.83
H 0.61 -0.46 -3.02
H -2.08 -0.37 -1.33
H -1.17 -1.45 -1.70
H 0.84 -0.22 -0.15
H -1.83 0.16 1.51
H 0.05 0.78 2.94
H 1.14 0.37 1.66
O 3.89 2.55 1.13
H 3.73 3.31 0.77
H 4.54 2.47 1.73
O -2.34 -4.39 1.25
H -3.26 -4.52 1.03
H -2.35 -3.74 1.98
```

SMILES string = C=CC/C=C/N.O.O
Energy relative to the best compared isomer or geometry (same formula, charge and spin) = 4.883 eV
Total charge = 0
Gap between HOMO and LUMO = 7.93 eV
Lowest unoccupied orbital energy = 0.863 eV
HOMO level = -0.2598 Ha

Charge distribution, natural (NBO) scheme, values in e:
1 C -0.37
2 C -0.16
3 C -0.52
4 C -0.29
5 C -0.01
6 N -0.81
7 H 0.18
8 H 0.18
9 H 0.21
10 H 0.24
11 H 0.21
12 H 0.17
13 H 0.20
14 H 0.37
15 H 0.39
16 O -0.94
17 H 0.47
18 H 0.47
19 O -0.93
20 H 0.46
21 H 0.47



DFT (ωB97M-V/def2-TZVPD) results for a structure of composition C5H13NO2.

The geometry in XYZ format:
```
21
Properties=species:S:1:pos:R:3
C 0.60 0.42 -0.07
C 0.68 -1.06 0.07
C -1.92 0.03 0.87
C -1.46 -0.26 -1.51
C 0.81 1.24 1.19
N -0.92 -0.18 -0.16
O 1.17 0.88 -1.16
O 2.76 -0.96 -0.66
H 2.28 -0.09 -1.08
H 3.42 -0.63 -0.04
H 0.63 -1.68 -0.81
H 0.74 -1.53 1.04
H -2.38 1.02 0.78
H -1.50 -0.07 1.87
H -2.71 -0.72 0.77
H -2.08 -1.16 -1.62
H -0.65 -0.28 -2.23
H -2.07 0.62 -1.73
H 0.56 0.73 2.12
H 0.20 2.14 1.13
H 1.86 1.53 1.23
```

Energy relative to the best compared isomer or geometry (same formula, charge and spin) = 3.857 eV
Total charge = 0
Gap between HOMO and LUMO = 9.32 eV
Lowest unoccupied orbital energy = 0.685 eV
HOMO level = -0.3172 Ha

Charge distribution, natural (NBO) scheme, values in e:
1 C 0.43
2 C -0.09
3 C -0.41
4 C -0.42
5 C -0.66
6 N -0.37
7 O -0.82
8 O -0.98
9 H 0.51
10 H 0.46
11 H 0.23
12 H 0.21
13 H 0.20
14 H 0.21
15 H 0.20
16 H 0.19
17 H 0.25
18 H 0.20
19 H 0.20
20 H 0.23
21 H 0.24



DFT (ωB97M-V/def2-TZVPD) results for an isolated molecule of C5H13NO2.

The geometry in XYZ format:
```
21
Properties=species:S:1:pos:R:3
C 0.90 1.46 2.70
C -0.09 1.77 1.54
N -0.61 0.47 1.00
C 0.03 -0.01 -0.27
C -0.67 0.46 -1.54
O -0.26 -0.25 -2.66
C 0.00 -1.52 0.08
O 0.80 -2.37 -0.81
H 1.85 1.21 2.33
H 0.61 0.63 3.30
H 1.18 2.42 3.22
H -0.98 2.20 2.18
H 0.22 2.55 0.98
H -1.63 0.47 0.82
H 1.05 0.27 -0.26
H -0.46 1.51 -1.80
H -1.76 0.56 -1.40
H -0.73 -1.10 -2.95
H 0.23 -1.89 1.11
H -1.06 -1.94 -0.11
H 0.48 -2.29 -1.87
```

SMILES string = CCNC(CO)CO
Energy relative to the best compared isomer or geometry (same formula, charge and spin) = 3.794 eV
Total charge = 0
Gap between HOMO and LUMO = 9.46 eV
Lowest unoccupied orbital energy = 0.494 eV
HOMO level = -0.3296 Ha

Charge distribution, natural (NBO) scheme, values in e:
1 C -0.62
2 C -0.21
3 N -0.63
4 C -0.12
5 C -0.07
6 O -0.73
7 C -0.05
8 O -0.75
9 H 0.19
10 H 0.22
11 H 0.20
12 H 0.18
13 H 0.18
14 H 0.36
15 H 0.20
16 H 0.19
17 H 0.16
18 H 0.48
19 H 0.22
20 H 0.14
21 H 0.46



DFT (ωB97M-V/def2-TZVPD) results for a cluster of 2 separate species, C5H13NO2 in total.

The geometry in XYZ format:
```
21
Properties=species:S:1:pos:R:3
C -0.37 -1.90 -0.08
C -1.26 -1.27 0.97
C -1.01 -2.09 -1.44
O 0.51 -2.79 0.31
O 0.92 -0.73 -0.41
H 1.32 -1.73 0.00
H 0.95 -0.02 0.29
H -2.07 -1.98 1.18
H -1.69 -0.33 0.63
H -0.70 -1.11 1.89
H -1.79 -2.84 -1.35
H -0.26 -2.45 -2.15
H -1.44 -1.16 -1.81
C 0.82 2.78 -0.69
C 0.88 2.61 0.79
N 0.93 1.47 1.34
H 0.97 1.51 2.35
H 0.88 3.54 1.38
H 1.66 3.39 -1.03
H -0.09 3.32 -0.97
H 0.84 1.81 -1.20
```

Energy relative to the best compared isomer or geometry (same formula, charge and spin) = 2.772 eV
Total charge = 0
Gap between HOMO and LUMO = 9.61 eV
Lowest unoccupied orbital energy = 0.715 eV
HOMO level = -0.3270 Ha

Charge distribution, natural (NBO) scheme, values in e:
1 C 0.63
2 C -0.69
3 C -0.68
4 O -0.81
5 O -0.88
6 H 0.54
7 H 0.51
8 H 0.23
9 H 0.21
10 H 0.23
11 H 0.22
12 H 0.23
13 H 0.21
14 C -0.69
15 C 0.18
16 N -0.67
17 H 0.36
18 H 0.16
19 H 0.23
20 H 0.23
21 H 0.24